{"formula": "C3H8N2O2", "method": "wB97M-V/def2-TZVPD", "total_energy_ha": -378.99134, "smiles": "N/C(=C\\O)CNO", "max_force_ev_per_a": 2.854, "de_lowest_kcal_mol": 93.92, "lumo_ev": 0.836, "homo_lumo_gap_ev": 8.397, "species": ["N", "C", "C", "O", "C", "N", "O", "H", "H", "H", "H", "H", "H", "H", "H"], "xyz": [[0.115, 1.611, -0.648], [-0.381, 0.535, 0.108], [-1.295, -0.323, -0.418], [-1.987, -0.072, -1.576], [0.509, 0.072, 1.232], [1.555, -0.821, 0.741], [0.781, -1.918, -0.136], [0.686, 2.250, -0.111], [-0.591, 2.090, -1.191], [-1.768, -1.081, 0.184], [-1.383, 0.320, -2.217], [-0.081, -0.488, 1.960], [0.999, 0.920, 1.726], [2.049, -0.333, -0.006], [0.792, -2.761, 0.354]], "forces_ev_per_a": [[0.2, 0.2, -0.3], [-0.5, -1.2, -0.6], [-0.3, 1.8, 1.2], [0.2, 0.0, -0.2], [-0.9, -0.2, -0.4], [-0.9, -2.4, -1.2], [1.5, 1.6, 1.3], [-0.2, 0.1, -0.1], [0.1, 0.1, 0.2], [0.3, -0.3, -0.1], [0.0, 0.0, 0.0], [0.1, 0.2, 0.1], [0.0, -0.2, 0.0], [-0.2, -0.3, -0.1], [0.5, 0.7, 0.3]]}